A single C3H9NO2 molecule in a non-equilibrium geometry, computed with ωB97M-V with the def2-TZVPD basis set.

As for the energy above the lowest of the compared OMol25 structures with the same formula, charge and spin: 45.57 kcal/mol. For the total energy, the calculation gives -8840.9793 eV. The value obtained for the LUMO energy is 0.03181 Eh. As for the structure (SMILES): OCCNCO. The HOMO-LUMO gap comes out at 9.63 eV.

XYZ file:
```
15
Properties=species:S:1:pos:R:3:lowdin_charge:R:1
O -1.44673 -1.04595 -1.68242 -0.0678
C -0.42015 -1.28476 -0.75269 -0.2369
C -0.81136 -0.41803 0.50156 -0.2090
N -0.34367 0.94486 0.34754 -0.0565
C 1.06679 1.19738 0.18896 -0.3263
O 1.91783 0.48163 1.05101 -0.0512
H -1.17874 -0.91275 -2.59655 0.0861
H -0.45989 -2.32399 -0.38198 0.1139
H 0.57929 -0.96892 -1.04467 0.1027
H -1.87382 -0.39952 0.72359 0.1115
H -0.43283 -0.96992 1.39346 0.1049
H -0.85554 1.67197 0.81334 0.1029
H 1.41585 1.02682 -0.83518 0.1124
H 1.16690 2.28367 0.31345 0.1182
H 1.67609 0.71752 1.96057 0.0952
```